Entry 1:
A 2-piece molecular cluster, CH4N4O overall. Source: the OMol25 dataset; level of theory: ωB97M-V/def2-TZVPD.

CARTESIAN COORDINATES (ANGSTROEM)
C: -1.577 -0.258 0.281
N: 3.340 -0.212 0.047
N: 2.284 -0.760 0.072
N: -0.481 0.274 -0.017
N: 1.239 -1.206 -0.045
O: -1.674 -1.563 -0.068
H: -2.514 0.035 0.816
H: 3.173 0.801 -0.153
H: -0.447 1.227 0.109
H: -0.844 -1.789 -0.400

Forces on atoms 1 to 3 (eV/Å):
-0.2 -1.7 -0.2
3.1 2.5 0.2
-5.2 -1.9 -1.3

Values from the calculation:
- HOMO energy (hartree) = -0.3593
- gap between HOMO and LUMO (eV) = 10.7
- energy (eV) = -9106.625
- spin multiplicity = 1
- energy above the lowest of the compared OMol25 structures with the same formula, charge and spin (eV) = 1.565


Entry 2:
A 7-piece molecular cluster, C60H126F6N5O5S overall. Source: the OMol25 dataset; level of theory: ωB97M-V/def2-TZVPD.

CARTESIAN COORDINATES (ANGSTROEM)
C: 5.316 -0.649 0.434
C: 5.141 -0.496 1.976
C: 3.630 -0.472 2.331
C: 3.472 -0.397 3.890
N: 2.002 -0.424 4.502
C: 1.251 -1.790 4.237
C: 0.168 -1.887 5.279
C: 0.776 -1.282 6.529
C: 1.957 -0.314 6.100
C: 1.133 0.780 3.853
C: 1.706 2.249 3.987
C: 0.648 3.273 3.511
H: 4.645 -1.370 -0.033
H: 6.331 -1.007 0.263
H: 5.116 0.324 -0.015
H: 5.618 0.457 2.202
H: 5.620 -1.257 2.593
H: 3.156 -1.348 1.889
H: 3.210 0.391 1.815
H: 3.880 0.540 4.269
H: 3.965 -1.194 4.447
H: 0.907 -1.952 3.216
H: 2.019 -2.558 4.334
H: -0.660 -1.345 4.821
H: -0.050 -2.940 5.455
H: 0.062 -0.750 7.158
H: 1.125 -2.038 7.232
H: 1.882 0.718 6.441
H: 2.929 -0.759 6.314
H: 0.194 0.857 4.402
H: 0.973 0.495 2.813
H: 2.493 2.219 3.234
H: 2.176 2.385 4.960
H: 0.341 3.180 2.469
H: 1.168 4.232 3.512
H: -0.224 3.402 4.151
C: 2.545 3.631 0.282
C: 2.800 5.031 -0.273
C: 3.873 5.889 0.388
C: 3.564 6.430 1.873
N: 4.753 7.220 2.424
C: 5.961 6.353 2.684
C: 6.717 7.186 3.783
C: 5.807 8.156 4.452
C: 4.430 7.693 3.838
C: 5.166 8.460 1.520
C: 4.048 9.498 1.271
C: 4.413 10.621 0.337
H: 3.077 2.863 -0.277
H: 1.494 3.413 0.088
H: 2.829 3.593 1.334
H: 1.962 5.728 -0.279
H: 3.083 4.881 -1.315
H: 3.974 6.713 -0.318
H: 4.816 5.350 0.295
H: 3.210 5.674 2.575
H: 2.829 7.214 1.691
H: 6.524 6.312 1.752
H: 5.586 5.425 3.116
H: 7.625 7.646 3.394
H: 7.107 6.455 4.491
H: 5.980 9.223 4.313
H: 5.832 8.086 5.539
H: 3.689 8.480 3.699
H: 3.993 6.828 4.336
H: 5.449 8.092 0.533
H: 6.068 8.909 1.937
H: 3.622 9.804 2.227
H: 3.334 8.914 0.691
H: 5.288 11.097 0.779
H: 3.564 11.301 0.260
H: 4.766 10.352 -0.658
C: -3.368 -2.549 -2.452
C: -4.284 -2.248 -1.279
C: -3.693 -1.579 -0.072
C: -4.743 -1.024 1.043
N: -4.161 -0.645 2.396
C: -5.304 -0.496 3.508
C: -4.928 -1.375 4.727
C: -3.459 -1.711 4.485
C: -3.252 -1.714 2.997
C: -3.382 0.699 2.218
C: -4.047 1.922 1.662
C: -3.445 3.230 2.013
H: -3.930 -3.109 -3.200
H: -2.456 -3.022 -2.090
H: -2.939 -1.674 -2.940
H: -4.720 -3.146 -0.840
H: -5.145 -1.749 -1.723
H: -2.967 -0.801 -0.307
H: -3.085 -2.398 0.313
H: -5.445 -1.820 1.290
H: -5.330 -0.145 0.777
H: -5.373 0.555 3.788
H: -6.263 -0.780 3.074
H: -4.915 -0.842 5.678
H: -5.439 -2.328 4.863
H: -2.797 -0.988 4.962
H: -3.124 -2.653 4.918
H: -2.221 -1.685 2.645
H: -3.692 -2.681 2.751
H: -2.457 0.363 1.749
H: -2.986 0.929 3.207
H: -5.109 1.994 1.898
H: -4.039 1.827 0.576
H: -3.321 3.436 3.076
H: -4.145 3.994 1.675
H: -2.517 3.411 1.472
C: -3.890 4.325 -7.673
C: -2.610 3.464 -7.789
C: -2.260 2.666 -6.488
C: -2.271 3.615 -5.256
N: -2.108 2.864 -3.934
C: -2.056 3.849 -2.757
C: -0.788 3.597 -1.945
C: 0.174 2.981 -2.993
C: -0.737 2.142 -3.852
C: -3.249 1.866 -3.526
C: -4.615 2.478 -3.768
C: -5.689 1.834 -2.868
H: -4.231 4.680 -8.646
H: -3.603 5.142 -7.010
H: -4.718 3.758 -7.249
H: -1.732 4.011 -8.132
H: -2.792 2.694 -8.539
H: -1.252 2.257 -6.549
H: -2.851 1.751 -6.456
H: -3.174 4.224 -5.210
H: -1.392 4.251 -5.361
H: -2.962 3.826 -2.153
H: -1.810 4.817 -3.194
H: -1.048 2.892 -1.155
H: -0.364 4.476 -1.458
H: 0.930 2.449 -2.415
H: 0.610 3.782 -3.591
H: -0.977 1.155 -3.457
H: -0.291 2.093 -4.845
H: -3.062 1.620 -2.481
H: -3.107 0.917 -4.042
H: -4.860 2.352 -4.822
H: -4.697 3.561 -3.667
H: -6.654 1.815 -3.376
H: -5.845 2.444 -1.978
H: -5.477 0.812 -2.553
C: -1.455 -5.383 -4.946
C: -2.418 -6.356 -4.277
C: -2.473 -6.398 -2.746
C: -1.138 -6.594 -2.088
N: -1.203 -6.557 -0.520
C: 0.194 -6.460 0.193
C: 0.294 -5.239 1.169
C: -1.166 -4.804 1.279
C: -1.822 -5.233 -0.016
C: -2.066 -7.792 0.069
C: -1.615 -9.247 -0.441
C: -1.939 -10.423 0.523
H: -0.416 -5.499 -4.638
H: -1.717 -4.332 -4.827
H: -1.443 -5.620 -6.010
H: -2.250 -7.404 -4.527
H: -3.442 -6.141 -4.582
H: -3.177 -7.163 -2.419
H: -2.943 -5.458 -2.456
H: -0.478 -5.770 -2.360
H: -0.680 -7.527 -2.417
H: 0.274 -7.411 0.719
H: 0.917 -6.395 -0.619
H: 0.785 -5.535 2.096
H: 0.775 -4.447 0.596
H: -1.768 -5.275 2.056
H: -1.353 -3.763 1.543
H: -2.905 -5.322 0.061
H: -1.440 -4.588 -0.807
H: -3.100 -7.578 -0.201
H: -1.967 -7.664 1.147
H: -0.571 -9.348 -0.740
H: -2.178 -9.539 -1.327
H: -2.999 -10.657 0.626
H: -1.597 -10.188 1.531
H: -1.545 -11.399 0.237
C: 2.390 -7.622 -3.612
O: 2.402 -6.186 -3.429
O: 1.789 -8.246 -2.466
C: 1.724 -7.722 -5.081
F: 1.811 -6.565 -5.812
F: 2.330 -8.655 -5.794
F: 0.432 -8.046 -5.051
C: 3.261 -5.674 -2.457
C: 3.455 -4.227 -2.709
H: 3.638 -4.011 -3.762
H: 2.578 -3.632 -2.455
H: 4.248 -3.779 -2.111
H: 4.277 -6.059 -2.533
H: 2.948 -5.708 -1.413
H: 3.434 -7.892 -3.772
C: 1.189 -1.348 -0.880
F: 1.882 -0.756 -1.861
F: 0.392 -2.312 -1.407
F: 2.057 -1.947 -0.011
S: 0.106 -0.073 0.069
O: -0.879 0.320 -0.951
O: -0.459 -0.777 1.195
O: 1.100 0.974 0.400

Forces on atoms 1 to 3 (eV/Å):
0.1 -0.4 1.0
-0.9 0.0 -0.6
0.4 0.2 1.0

Values from the calculation:
- HOMO energy (alpha / beta) (hartree) = -0.2015 / -0.3323
- gap between HOMO and LUMO (alpha / beta) (eV) = 1.8 / 5.4
- energy (eV) = -109070.110
- spin multiplicity = 2
- charge = +2


> Which formula does entry 1 have?

CH4N4O


> Which formula does entry 1 have?

CH4N4O


> Look up the spin multiplicity of the second one.

2


> The highest energy belongs to which entry?

CH4N4O